Entry 1:
9
Properties=species:S:1:pos:R:3 method="wB97M-V/def2-TZVPD" molar_mass_g_mol=117.04 homo_ev="-2.6101 / -2.7306" total_charge=-1 lumo_ev="1.29 / 1.37" gap_ev="3.90 / 4.10" e_above_lowest_ev=8.909
C -0.493 1.020 -0.515
C -0.021 2.070 0.144
N 1.962 -1.417 0.150
N 0.022 3.071 0.708
O 2.404 -1.459 1.279
O 2.465 -1.972 -0.819
O -1.014 0.023 -0.796
O -2.417 -0.353 0.261
H -2.908 -0.985 -0.413



Entry 2:
67
Properties=species:S:1:pos:R:3 method="wB97M-V/def2-TZVPD" molar_mass_g_mol=564.44 homo_ev=-3.7913 total_charge=-1 lumo_ev=1.86 gap_ev=5.65
C -4.244 -0.917 -0.382
C -3.674 -1.210 -1.915
C -2.010 -1.372 -1.952
C -1.690 -2.869 -1.369
O -2.303 -3.485 -0.355
O -0.623 -3.665 -2.062
N -1.470 -0.226 -1.130
C -1.134 0.912 -2.116
C -0.144 -0.536 -0.473
C -0.319 -1.009 1.122
C -0.655 0.290 2.115
F 0.650 0.857 2.564
F -1.526 -0.152 3.268
F -1.392 1.378 1.431
H -5.248 -1.513 -0.148
H -4.358 0.249 -0.209
H -3.479 -1.282 0.459
H -3.894 -0.206 -2.520
H -4.231 -2.078 -2.468
H -1.711 -1.330 -3.103
H -0.946 1.882 -1.457
H -0.064 0.643 -2.571
H -1.959 1.072 -2.931
H 0.561 -1.249 -1.084
H 0.439 0.504 -0.404
H 0.674 -1.548 1.480
H -1.229 -1.750 1.273
C 4.473 -1.986 -2.565
C 4.715 -1.869 -1.095
O 3.961 -0.729 -0.731
C 2.982 -0.584 -1.672
O 2.048 0.195 -1.579
O 3.185 -1.424 -2.728
H 4.490 -3.024 -2.909
H 5.190 -1.405 -3.155
H 4.340 -2.735 -0.539
H 5.773 -1.726 -0.858
C -0.138 3.644 2.717
C 0.510 4.339 3.870
O 1.043 5.512 3.285
C 0.318 5.757 2.155
O 0.394 6.781 1.496
O -0.505 4.709 1.860
H -1.017 3.068 3.019
H 0.555 2.984 2.184
H -0.210 4.626 4.644
H 1.302 3.739 4.327
C -7.052 3.885 -1.567
C -6.661 3.078 -0.372
O -6.317 1.822 -0.926
C -5.977 2.042 -2.229
O -5.467 1.208 -2.959
O -6.280 3.318 -2.609
H -6.820 4.947 -1.446
H -8.113 3.778 -1.815
H -5.785 3.489 0.142
H -7.479 2.974 0.347
C 6.327 -3.448 2.034
C 7.010 -4.703 2.471
O 7.262 -5.377 1.252
C 7.287 -4.428 0.271
O 7.646 -4.633 -0.876
O 6.859 -3.220 0.742
H 6.541 -2.605 2.696
H 5.241 -3.569 1.952
H 7.964 -4.507 2.971
H 6.383 -5.311 3.128



Entry 3:
25
Properties=species:S:1:pos:R:3 method="wB97M-V/def2-TZVPD" molar_mass_g_mol=161.23 homo_ev=-12.6703 total_charge=+1 lumo_ev=-3.77 smiles="C[NH2+][C@]1(C)C=Nc2ccccc21" gap_ev=8.90 e_above_lowest_ev=2.762
C 1.356 -1.864 0.567
N 0.084 -1.161 1.205
C -0.893 -0.402 0.158
C -2.135 0.197 0.808
C -1.075 -1.318 -0.947
N -0.652 -0.945 -2.089
C 0.026 0.268 -1.907
C 0.523 1.092 -2.789
C 1.168 2.266 -2.329
C 1.127 2.631 -1.028
C 0.392 1.837 -0.043
C -0.110 0.711 -0.523
H 1.486 -2.873 0.940
H 1.245 -1.802 -0.550
H 2.345 -1.300 0.931
H 0.456 -0.381 1.811
H -0.395 -1.933 1.624
H -2.948 -0.660 0.906
H -2.492 1.081 0.293
H -1.751 0.441 1.746
H -1.739 -2.157 -0.844
H 0.688 0.676 -3.770
H 1.647 2.894 -3.092
H 1.760 3.434 -0.745
H 0.326 2.164 1.023



Entry 4:
41
Properties=species:S:1:pos:R:3 method="wB97M-V/def2-TZVPD" molar_mass_g_mol=277.20 homo_ev=-6.9843 total_charge=-1 lumo_ev=2.18 gap_ev=9.17 e_above_lowest_ev=2.436
C -9.443 -1.772 12.502
O -9.227 -0.639 12.718
O -10.531 -2.394 13.015
O -8.786 -2.502 11.795
H -10.987 -1.988 13.784
O -13.859 -3.888 14.560
H -13.564 -3.008 14.407
H -14.133 -4.028 15.467
O -11.775 -0.908 14.852
H -12.053 -1.214 15.756
H -12.382 -0.152 14.735
O -10.518 -0.397 9.568
H -10.042 -1.229 9.517
H -11.242 -0.586 8.989
O -10.392 -4.943 11.608
H -9.549 -5.355 11.568
H -10.160 -4.120 12.032
O -6.228 -1.746 11.796
H -7.198 -1.933 11.898
H -6.022 -2.560 11.406
O -7.509 0.998 11.914
H -8.165 0.355 12.193
H -7.569 0.807 10.971
O -10.390 1.641 13.030
H -9.945 2.216 12.386
H -10.085 0.724 12.856
O -8.950 -2.794 9.278
H -9.072 -3.685 8.963
H -8.966 -2.856 10.228
O -8.831 -0.962 15.442
H -8.960 -0.858 14.477
H -9.547 -0.399 15.739
O -8.250 -4.057 14.106
H -8.394 -3.308 13.498
H -7.550 -4.504 13.622
O -10.508 -3.699 15.457
H -11.087 -4.314 15.006
H -9.702 -3.781 14.977
O -12.935 -1.817 11.391
H -13.555 -1.303 11.900
H -12.103 -1.463 11.714



Entry 5:
35
Properties=species:S:1:pos:R:3 method="wB97M-V/def2-TZVPD" molar_mass_g_mol=434.64 homo_ev=-15.6305 total_charge=+2 lumo_ev=-8.86 gap_ev=6.77 e_above_lowest_ev=0.510
Hf 1.138 -0.115 0.000
N 3.754 -0.863 -0.486
N 4.445 -1.047 0.732
C 3.795 -0.931 1.888
N 4.393 -0.976 3.047
N 2.457 -0.773 1.684
N 1.603 -0.314 2.620
O 1.779 -0.211 3.772
O 0.504 0.017 2.018
H 3.911 -1.684 -1.068
H 4.160 -0.060 -0.963
H 5.440 -1.226 0.708
H 5.399 -1.068 3.124
H 3.862 -0.889 3.902
B 1.939 4.309 -0.871
C 1.906 2.873 -0.508
N 1.995 1.717 -0.227
H 2.995 4.439 -1.465
H 1.888 4.940 0.164
H 0.974 4.517 -1.578
C -4.252 0.919 -1.081
Si -3.792 -0.871 -1.167
C -4.277 -1.761 -2.697
C -4.230 -1.733 0.412
C -1.884 -0.798 -1.062
C -0.657 -0.713 -0.913
H -5.341 1.025 -1.113
H -3.835 1.495 -1.911
H -3.899 1.347 -0.142
H -5.367 -1.797 -2.759
H -3.906 -2.788 -2.694
H -3.905 -1.260 -3.593
H -5.317 -1.807 0.507
H -3.854 -1.164 1.266
H -3.820 -2.746 0.455



Entry 6:
25
Properties=species:S:1:pos:R:3 method="wB97M-V/def2-TZVPD" molar_mass_g_mol=146.29 homo_ev=-14.5435 total_charge=+1 lumo_ev=-3.33 smiles="C[NH2+][C@@H](C=O)[Si](C)(C)C" gap_ev=11.21 e_above_lowest_ev=1.118
C 0.227 -1.428 -2.639
N -0.404 -1.118 -1.355
C -0.438 0.284 -0.919
C -1.849 0.736 -0.900
O -2.754 -0.103 -0.838
Si 0.326 0.457 0.902
C -0.439 -0.998 1.984
C 2.229 0.295 0.619
C -0.188 2.183 1.670
H -0.279 -0.909 -3.554
H 1.296 -0.863 -2.508
H 0.335 -2.587 -2.874
H -0.044 -1.844 -0.683
H -1.461 -1.348 -1.161
H 0.114 1.105 -1.476
H -2.074 1.702 -0.782
H -0.254 -0.907 3.013
H -1.507 -0.884 1.942
H -0.198 -2.057 1.675
H 2.899 1.155 0.743
H 2.427 -0.351 1.596
H 2.605 -0.316 -0.136
H -0.795 2.899 1.238
H -0.470 2.095 2.705
H 0.696 2.801 1.741



Entry 7:
73
Properties=species:S:1:pos:R:3 method="wB97M-V/def2-TZVPD" molar_mass_g_mol=753.10 homo_ev=-16.1532 total_charge=+3 lumo_ev=-9.79 gap_ev=6.36 e_above_lowest_ev=0.466
Tl 0.593 -1.375 0.128
C 1.049 -2.888 2.857
N -0.098 -2.146 2.308
C -0.379 -0.902 3.043
C 0.770 0.078 2.887
C 1.078 1.002 3.869
C 2.163 1.847 3.685
C 2.921 1.735 2.525
C 2.548 0.800 1.584
N 1.495 -0.009 1.766
C -1.271 -3.008 2.141
C -2.188 -2.548 1.025
C -3.521 -2.917 1.015
C -4.309 -2.585 -0.076
C -3.747 -1.863 -1.121
C -2.422 -1.498 -1.033
N -1.656 -1.847 0.014
C 1.787 -3.702 1.808
C 2.452 -4.865 2.156
C 3.184 -5.549 1.197
C 3.227 -5.059 -0.102
C 2.532 -3.906 -0.390
N 1.832 -3.245 0.548
H 0.732 -3.552 3.666
H 1.755 -2.177 3.291
H -0.553 -1.099 4.104
H -1.297 -0.467 2.638
H 0.485 1.044 4.773
H 2.423 2.572 4.443
H 3.786 2.359 2.353
H 3.108 0.678 0.666
H -1.838 -3.092 3.073
H -0.917 -4.012 1.892
H -3.928 -3.472 1.850
H -5.349 -2.881 -0.108
H -4.325 -1.571 -1.985
H -1.970 -0.887 -1.805
H 2.395 -5.228 3.174
H 3.708 -6.458 1.459
H 3.781 -5.564 -0.880
H 2.522 -3.497 -1.392
O 0.291 0.838 -0.600
S 0.489 1.126 -2.082
C 2.044 2.055 -2.285
C 1.992 3.470 -1.801
C 1.868 3.761 -0.443
C 1.797 5.080 -0.024
C 1.855 6.111 -0.954
C 1.981 5.824 -2.306
C 2.046 4.505 -2.730
C -0.780 2.295 -2.642
C -2.164 1.768 -2.417
C -2.802 1.993 -1.199
C -4.121 1.601 -1.026
C -4.808 0.991 -2.069
C -4.170 0.751 -3.280
C -2.847 1.136 -3.454
H 2.240 2.005 -3.359
H 2.791 1.437 -1.781
H 1.819 2.956 0.287
H 1.705 5.309 1.029
H 1.810 7.139 -0.623
H 2.036 6.625 -3.029
H 2.154 4.286 -3.787
H -0.545 2.431 -3.700
H -0.578 3.228 -2.114
H -2.281 2.513 -0.404
H -4.628 1.809 -0.093
H -5.850 0.728 -1.948
H -4.712 0.303 -4.102
H -2.368 0.991 -4.415
O 0.492 -1.932 -3.327
C 0.684 -1.375 -2.371